Entry 1:
Density functional theory data (wB97M-V/def2-TZVPD) for a 2-piece molecular cluster, C4H12 overall at a distorted geometry.

Last column: Löwdin charge in e.
Geometry (Å):
H 1.17 -0.76 1.30  0.06
H 1.19 1.99 2.65  0.06
C 1.68 1.05 2.39  -0.17
H -1.63 -1.85 -1.27  0.06
H -1.06 0.47 -3.10  0.06
C -0.85 -1.32 -1.81  -0.17
C 0.71 0.18 1.60  -0.18
H 2.03 0.64 3.34  0.06
H 0.23 0.68 0.76  0.05
H 0.14 -1.19 -1.36  0.05
H -2.55 0.02 -2.16  0.06
H -1.35 0.83 -1.42  0.05
H 2.53 1.21 1.72  0.06
C -1.45 0.04 -2.18  -0.18
H -0.57 -1.97 -2.64  0.06
H -0.21 -0.01 2.18  0.07

## Properties
HOMO-LUMO gap	12.46	eV
net charge	0
energy above the lowest of the compared OMol25 structures with the same formula, charge and spin	0.4850	eV


Entry 2:
Density functional theory data (wB97M-V/def2-TZVPD) for a 2-piece molecular cluster, C4H12 overall at a distorted geometry.

Last column: Löwdin charge in e.
Geometry (Å):
H -3.18 -0.79 0.55  0.06
H 1.91 1.28 0.19  0.06
C 2.04 0.29 0.64  -0.18
H -1.13 0.55 -1.17  0.06
H -3.58 0.92 0.19  0.06
C 2.36 -0.79 -0.40  -0.17
H -1.30 1.31 0.50  0.06
H 2.87 -1.62 0.08  0.06
H -0.84 -0.35 0.28  0.04
H 1.20 -0.04 1.25  0.05
H 2.91 0.48 1.28  0.06
C -2.95 0.06 -0.09  -0.17
C -1.46 0.45 -0.14  -0.17
H -3.30 -0.19 -1.09  0.05
H 2.98 -0.39 -1.20  0.06
H 1.45 -1.17 -0.88  0.05

## Properties
HOMO-LUMO gap	12.90	eV
net charge	0
energy above the lowest of the compared OMol25 structures with the same formula, charge and spin	0.2496	eV


Entry 3:
Density functional theory data (wB97M-V/def2-TZVPD) for a 2-piece molecular cluster, C4H12 overall at a distorted geometry.

Last column: Löwdin charge in e.
Geometry (Å):
H -1.07 2.30 0.49  0.05
H 2.44 -2.68 0.08  0.06
H -1.21 0.10 -1.01  0.06
H 2.01 -0.77 1.68  0.06
C -1.96 0.41 -0.28  -0.17
C -1.93 1.92 -0.05  -0.17
H -2.97 0.15 -0.58  0.06
H -1.70 -0.12 0.64  0.05
H 0.56 -0.75 0.76  0.03
H -2.87 2.14 0.47  0.06
H 1.83 0.24 0.37  0.06
C 1.63 -0.81 0.66  -0.18
H 1.67 -1.82 -1.21  0.06
H 3.24 -1.17 -0.72  0.06
H -2.03 2.56 -0.93  0.06
C 2.36 -1.70 -0.38  -0.15

## Properties
HOMO-LUMO gap	12.74	eV
net charge	0
energy above the lowest of the compared OMol25 structures with the same formula, charge and spin	0.5253	eV


Results for energy: -4342.043 -4342.279 -4342.003 (in eV, following the order of the records).
Results for E_HOMO: -0.4163 -0.4309 -0.4269 (in Eh, following the order of the records).